The following is a DFT calculation (ωB97M-V/def2-TZVPD) of a structure of composition C30H29BrN7O4PtS.

```
73
C30H29BrN7O4PtS, DFT ωB97M-V/def2-TZVPD
Pt 0.255 -0.720 -1.103
C -0.497 1.701 3.789
O -1.029 2.425 2.668
C -0.872 1.855 1.472
O -0.327 0.784 1.281
N -1.424 2.659 0.527
N -1.411 2.303 -0.821
H -0.730 2.307 4.657
H 0.580 1.583 3.684
H -0.973 0.726 3.866
H -1.891 3.497 0.838
H -1.019 3.068 -1.358
H -2.357 2.140 -1.144
Br 0.414 -10.119 7.804
C 0.327 -8.621 6.738
C 1.432 -7.749 6.675
C 1.376 -6.636 5.890
C 0.196 -6.371 5.128
C -0.924 -7.252 5.216
C -0.851 -8.358 6.006
N 0.103 -5.316 4.329
N 1.031 -4.447 4.095
C 1.119 -3.512 3.187
C 2.360 -2.798 3.092
C 2.598 -1.906 2.090
C 1.627 -1.656 1.099
O 1.842 -0.845 0.100
C 0.350 -2.274 1.230
N -0.580 -1.901 0.306
C -1.838 -2.278 0.456
C -2.239 -3.106 1.500
C -1.299 -3.557 2.403
C 0.031 -3.145 2.282
H 2.319 -7.968 7.252
H 2.206 -5.947 5.831
H -1.823 -7.023 4.662
H -1.689 -9.036 6.082
H 3.110 -2.995 3.845
H 3.538 -1.374 2.038
H -2.551 -1.889 -0.259
H -3.281 -3.376 1.597
H -1.599 -4.199 3.219
S 4.166 3.030 -4.704
C 3.052 2.004 -3.881
C 2.093 1.181 -4.486
C 1.263 0.444 -3.671
N 1.344 0.479 -2.330
C 2.242 1.289 -1.744
C 3.111 2.067 -2.481
C 4.129 2.627 -6.382
C 4.123 3.703 -7.274
C 4.215 3.393 -8.624
N 4.356 2.149 -9.081
C 4.387 1.139 -8.209
C 4.276 1.311 -6.840
H 1.973 1.132 -5.557
H 0.497 -0.191 -4.090
H 2.253 1.292 -0.664
H 3.822 2.706 -1.972
H 4.041 4.729 -6.940
H 4.195 4.182 -9.366
H 4.526 0.149 -8.625
H 4.345 0.468 -6.166
C -1.260 -3.073 -2.933
C -1.881 -1.723 -2.955
C -3.193 -1.539 -3.636
O -1.369 -0.730 -2.411
H -1.244 -3.480 -3.945
H -1.898 -3.743 -2.347
H -0.261 -3.055 -2.505
H -3.311 -2.216 -4.479
H -3.336 -0.505 -3.940
H -3.976 -1.786 -2.911
```

Values from the calculation:
2S+1: 5
Relative energy (zero: lowest compared OMol25 entry of this formula, charge and spin) in kJ/mol: 32.9
LUMO level (spin up / spin down) in eV: -8.036 / -11.748
Frontier orbital gap (spin up / spin down) in eV: 5.41 / 3.53
Total charge: +3

The following is a DFT calculation (ωB97M-V/def2-TZVPD) of a structure of composition C6H9N2O.

```
18
C6H9N2O, DFT ωB97M-V/def2-TZVPD
C -1.332 0.265 -1.285
C -1.943 -0.500 -0.358
C 0.034 0.720 -1.196
C -1.326 -0.870 0.872
C 1.303 -0.175 -1.140
C 0.844 0.581 0.017
N -0.116 -0.668 1.134
N 1.536 1.413 0.730
O 0.610 -0.998 2.274
H -1.645 0.501 -2.319
H -2.932 -0.999 -0.492
H 0.122 1.610 -1.786
H -1.990 -1.600 1.569
H 1.292 -1.398 -1.273
H 2.056 0.237 -1.676
H 1.136 2.285 0.981
H -0.101 -1.520 2.851
H 2.452 1.117 1.096
```

Values from the calculation:
2S+1: 1
Relative energy (zero: lowest compared OMol25 entry of this formula, charge and spin) in kJ/mol: 392.3
LUMO level in eV: -4.207
Frontier orbital gap in eV: 9.41
Total charge: +1

The following is a DFT calculation (ωB97M-V/def2-TZVPD) of a cluster of 2 separate species, C6H8N2O3PS in total.

```
21
C6H8N2O3PS, DFT ωB97M-V/def2-TZVPD
C 2.028 -0.310 0.735
C 2.537 1.152 -0.818
C -0.524 -1.814 -1.573
C 1.957 2.189 1.380
C -1.226 -1.672 -0.198
C 2.163 0.996 0.471
N 1.739 -1.445 0.766
N 2.851 1.212 -1.958
O -4.443 0.206 0.555
O -2.166 0.125 1.405
O -2.209 0.592 -0.881
P -0.965 0.055 0.191
S -3.232 0.965 0.514
H -0.781 -0.991 -2.188
H 0.501 -1.798 -1.367
H -0.776 -2.762 -2.029
H 2.837 2.547 1.794
H 1.630 3.069 0.834
H 1.237 1.833 2.159
H -0.879 -2.362 0.645
H -2.281 -1.787 -0.439
```

Values from the calculation:
2S+1: 1
Relative energy (zero: lowest compared OMol25 entry of this formula, charge and spin) in kJ/mol: 109.2
LUMO level in eV: 2.890
Frontier orbital gap in eV: 6.15
Total charge: -1

Question: The highest 2S+1 belongs to which entry?
Answer: C30H29BrN7O4PtS